No. 1
Molecular formula: C19H19BrN4O3
Method: DFT, ωB97M-V with the def2-TZVPD basis set

**Molar mass**: 431.29 g/mol
**SMILES**: Cc1nc(O)[nH]c1C(=O)N1C[C@@H]2C[C@H]1CN2C(=O)/C=C/c1cccc(Br)c1
**Highest occupied orbital energy**: -8.49 eV
**E_LUMO**: 0.459 eV
**Frontier orbital gap**: 8.952 eV

Geometry (Å):
1 H -2.835 -2.588 -1.760
2 N -3.233 1.597 -2.241
3 C -0.823 0.845 -2.534
4 C -2.957 -0.578 -2.432
5 C 0.429 3.144 -0.134
6 C -0.873 2.683 -0.795
7 C 3.581 -3.405 3.802
8 C -2.440 -1.966 -2.565
9 C 3.040 -2.165 3.493
10 O -0.081 0.055 -3.101
11 N -4.307 -0.338 -2.284
12 C 2.831 -4.560 3.644
13 H 2.317 -0.310 1.021
14 H 0.759 4.377 -1.923
15 H 3.626 -1.265 3.626
16 C 1.738 -2.067 3.013
17 O 0.043 1.799 2.221
18 H 0.303 3.835 0.691
19 C -2.262 0.602 -2.412
20 H 1.404 0.277 -1.063
21 C -4.412 0.957 -2.193
22 H 4.595 -3.475 4.173
23 H 2.264 3.855 -1.109
24 C 0.836 1.309 1.430
25 H -6.269 1.015 -2.064
26 H -2.776 -2.399 -3.509
27 H -3.108 2.592 -2.284
28 C 1.518 0.007 1.680
29 O -5.546 1.656 -2.066
30 C 1.126 2.213 -2.018
31 C 1.140 -0.749 2.702
32 N 1.164 1.940 0.269
33 Br 0.488 -6.017 2.962
34 C 1.731 1.307 -0.939
35 C 1.239 3.583 -1.353
36 H -0.048 -3.162 2.517
37 H -1.506 3.541 -1.042
38 N -0.335 2.017 -2.005
39 H -1.354 -1.979 -2.550
40 C 1.530 -4.450 3.179
41 H 2.823 1.346 -0.944
42 H 3.245 -5.530 3.881
43 H 0.313 -0.401 3.315
44 C 0.972 -3.223 2.873
45 H -1.430 1.995 -0.161
46 H 1.541 2.078 -3.010

Mulliken population analysis, charges in e, atoms 1 to 5:
1. H 0.3373
2. N -0.0381
3. C 0.2205
4. C 0.8521
5. C -0.5866

---

No. 2
Molecular formula: C19H19Cl2F4I2NO5PS
Method: DFT, ωB97M-V with the def2-TZVPD basis set

**Net charge**: +1
**Molar mass**: 805.11 g/mol
**Highest occupied orbital energy**: -10.39 eV
**E_LUMO**: -6.534 eV
**Frontier orbital gap**: 3.854 eV

Geometry (Å):
1 H 3.098 -9.197 1.583
2 H 3.685 -8.682 3.940
3 C 3.229 -6.582 3.756
4 O -3.863 -0.408 1.511
5 I 0.755 -1.829 1.425
6 C -2.746 -0.974 0.683
7 F -0.835 5.059 -4.519
8 H -4.054 0.475 1.033
9 H 0.311 1.212 3.485
10 C -0.145 4.437 -3.327
11 H -0.745 4.361 -1.019
12 H 2.325 -7.394 0.075
13 C 1.709 3.509 0.865
14 C 0.039 2.830 -3.652
15 C 2.577 -7.159 1.107
16 C 2.790 -5.559 2.910
17 H 1.400 0.813 1.481
18 H -1.542 2.622 3.426
19 C -2.683 0.323 -1.753
20 C -1.916 1.340 -2.832
21 C -1.756 1.690 2.709
22 O -3.760 3.004 -4.167
23 H -4.024 0.614 -4.577
24 Cl 2.669 -3.966 3.570
25 H -2.245 4.268 -2.302
26 F 2.186 4.919 0.601
27 H -2.659 1.119 3.245
28 C 0.300 0.363 1.371
29 H 1.182 2.494 -3.741
30 H 0.867 5.023 -3.213
31 H -3.757 -0.151 -1.973
32 C 0.191 1.730 -1.226
33 O 2.847 1.305 -0.624
34 C -1.187 4.726 -2.051
35 O -2.615 -2.313 0.784
36 C 3.342 -7.889 3.279
37 N -0.556 1.966 -2.564
38 H -1.286 5.892 -1.980
39 I -0.907 -1.217 3.832
40 P -2.984 1.616 -4.431
41 C -1.901 0.012 -0.309
42 S 1.828 2.505 -0.762
43 C -0.441 0.717 -0.040
44 Cl 1.928 -4.636 0.472
45 C -0.478 0.694 2.750
46 F 0.319 3.650 1.354
47 O 2.477 3.480 -1.748
48 H 3.485 -6.367 4.791
49 H -2.163 1.780 -5.620
50 H -2.054 2.146 1.681
51 C 2.466 -5.848 1.579
52 C 3.013 -8.178 1.955
53 F 2.666 2.989 1.909
54 H -0.381 2.665 -4.730

Mulliken population analysis, charges in e, atoms 1 to 5:
1. H 0.3624
2. H 0.3647
3. C -0.4302
4. O -0.4172
5. I 0.4151

---

No. 3
Molecular formula: C19H19ClF3N2OPSiTm
Method: DFT, ωB97M-V with the def2-TZVPD basis set

**2S+1**: 3
**Net charge**: +3
**Molar mass**: 611.81 g/mol
**Highest occupied orbital energy (spin up / spin down)**: -17.41 / -17.41 eV
**E_LUMO (spin up / spin down)**: -10.741 / -12.469 eV
**Frontier orbital gap (spin up / spin down)**: 6.673 / 4.944 eV

Geometry (Å):
1 C -0.331 -0.074 3.926
2 C -0.805 0.158 2.562
3 C -1.125 2.523 -2.455
4 H -0.434 3.404 -2.467
5 C 2.049 0.044 -0.936
6 H 0.691 2.012 -4.940
7 H 0.944 0.173 -5.034
8 C 2.703 0.498 0.452
9 H -4.150 -1.400 -0.691
10 H 0.420 -2.151 -3.060
11 Si -0.036 0.984 -2.813
12 C 1.676 0.331 1.636
13 C -2.979 -0.080 3.315
14 C -2.437 -0.306 4.690
15 N -2.206 0.176 2.243
16 C -2.742 -2.957 -1.496
17 C -0.572 -1.989 -2.565
18 F -4.325 -0.091 3.149
19 O 4.678 -1.322 3.049
20 H -2.743 0.607 -1.357
21 H -0.738 0.966 -5.232
22 F 3.832 -0.325 0.608
23 H -0.146 0.572 0.350
24 C -3.173 -1.571 -1.203
25 F 3.219 1.795 0.369
26 H 1.255 -0.737 -0.757
27 Cl 4.975 1.680 2.817
28 H -3.185 -0.503 5.507
29 H -1.968 2.581 -3.188
30 C -0.997 -0.595 -2.324
31 H 1.535 -0.215 5.194
32 H 2.400 1.404 -2.630
33 C -1.434 -3.122 -2.159
34 H -1.073 -4.159 -2.360
35 P 3.942 0.064 3.608
36 Tm -2.732 1.387 0.399
37 C -2.321 -0.428 -1.612
38 C 0.219 0.376 1.423
39 C 1.164 -0.069 4.142
40 H 1.500 2.247 -1.324
41 C 0.257 0.995 -4.700
42 C 2.139 0.109 3.055
43 H -1.463 2.370 -1.386
44 N -1.128 -0.291 5.051
45 H 2.858 -0.494 -1.513
46 H 4.610 -2.040 3.721
47 H -3.416 -3.797 -1.209
48 C 1.589 1.259 -1.854

Mulliken population analysis, charges in e, atoms 1 to 5:
1. C 0.3353
2. C 0.6824
3. C -0.5186
4. H 0.4337
5. C -1.5654

---

No. 4
Molecular formula: C19H19ClN2O2
Method: DFT, ωB97M-V with the def2-TZVPD basis set

**Molar mass**: 342.83 g/mol
**SMILES**: Cc1ccc(NCCNCc2ccc3ccc(=O)oc3c2)cc1Cl
**Highest occupied orbital energy**: -7.60 eV
**E_LUMO**: -0.363 eV
**Frontier orbital gap**: 7.236 eV

Geometry (Å):
1 C 2.175 1.276 -1.896
2 C -3.400 -3.559 1.012
3 H 4.830 1.111 0.216
4 H -2.913 0.304 1.368
5 H -6.474 -3.076 2.237
6 C 1.507 0.438 -3.002
7 H 0.892 -0.469 -0.242
8 H 0.846 2.724 -1.973
9 H 0.706 -2.235 0.003
10 O 1.831 6.200 1.493
11 C 1.680 2.510 -1.407
12 C -5.607 -3.686 2.011
13 H -0.023 -2.406 -2.513
14 C 2.264 5.118 1.097
15 H -0.655 -0.800 -2.346
16 C -3.101 -0.772 1.255
17 H -5.361 -4.130 3.043
18 H 2.104 -1.381 -2.197
19 H -1.054 0.130 0.455
20 H 2.226 0.667 -3.842
21 C 3.365 0.804 -1.300
22 Cl -3.322 -5.306 0.965
23 C 2.198 3.190 -0.255
24 H -1.303 -3.496 0.338
25 C 3.875 1.396 -0.154
26 N 1.315 -0.971 -2.704
27 C 3.384 2.671 0.311
28 C -2.035 -1.520 0.758
29 C 0.245 -1.348 -0.510
30 H 5.043 2.942 1.842
31 H -5.860 -4.439 1.238
32 H 0.648 0.837 -3.450
33 H 3.798 0.021 -1.939
34 O 1.696 4.491 0.039
35 N -0.966 -0.914 0.200
36 C -2.187 -2.897 0.577
37 C 3.496 4.526 1.803
38 C -4.300 -1.355 1.715
39 C 4.099 3.314 1.430
40 C 0.125 -1.408 -2.010
41 C -4.426 -2.820 1.591
42 H -5.199 -0.723 2.047
43 H 3.842 5.039 2.697

Mulliken population analysis, charges in e, atoms 1 to 5:
1. C 0.6124
2. C -0.1596
3. H 0.3417
4. H 0.2600
5. H 0.3892

---

No. 5
Molecular formula: C19H19ClN3O8
Method: DFT, ωB97M-V with the def2-TZVPD basis set

**Net charge**: +1
**Molar mass**: 452.83 g/mol
**Highest occupied orbital energy**: -11.35 eV
**E_LUMO**: -5.577 eV
**Frontier orbital gap**: 5.774 eV

Geometry (Å):
1 H -3.033 -5.242 2.376
2 H 2.196 5.978 4.887
3 H -0.727 -3.964 -4.627
4 C -3.965 -3.244 -0.910
5 H -4.053 -2.687 -4.819
6 O -1.638 -3.179 -1.329
7 C 5.508 3.049 1.206
8 O -6.266 -3.366 -0.374
9 C 2.989 3.765 2.102
10 C -1.477 -0.325 -3.265
11 H -0.425 -4.206 0.172
12 H -6.777 -3.748 0.373
13 C 2.315 4.826 4.718
14 C 4.614 3.743 2.421
15 H 5.551 1.393 2.418
16 H 4.519 1.216 1.042
17 H 3.424 4.435 4.906
18 C 2.367 3.235 0.642
19 H -4.168 -2.704 -1.827
20 H 1.631 4.208 5.476
21 H -0.250 4.714 3.513
22 H 4.880 3.328 3.489
23 N 5.457 1.543 1.372
24 O 1.258 -2.567 -3.638
25 H 5.108 3.381 0.140
26 H 3.030 2.795 -0.218
27 N 0.415 4.323 2.775
28 H 1.588 -0.622 -2.697
29 C -4.641 -4.375 1.170
30 O -3.253 -3.253 -4.878
31 O -0.937 -4.594 0.915
32 C -3.235 -4.688 1.468
33 C -2.559 -1.128 -3.857
34 H 4.947 4.890 2.430
35 H -1.736 0.659 -2.897
36 C -4.940 -3.635 -0.088
37 O 0.786 -0.058 -2.632
38 C -2.260 -4.300 0.643
39 C -0.983 -2.973 -4.274
40 C 0.702 3.372 0.547
41 H 6.642 3.405 1.234
42 O -3.707 -0.709 -3.953
43 C 1.862 4.315 3.209
44 C -0.235 -0.805 -3.190
45 N -0.175 3.923 1.614
46 O -5.557 -4.704 1.916
47 C -2.557 -3.537 -0.600
48 Cl -0.110 2.772 -1.051
49 C -2.227 -2.495 -4.345
50 C 0.103 -2.161 -3.704

Mulliken population analysis, charges in e, atoms 1 to 5:
1. H 0.4253
2. H 0.3295
3. H 0.4090
4. C -0.7050
5. H 0.3709

---

no.,DFT total energy (eV)
1,-102157.729
2,-103953.548
3,-92378.000
4,-39606.097
5,-53367.555